Density functional theory data (ωB97M-V/def2-TZVPD) for a structure of composition C4H8AsCsF6O2S in a non-equilibrium geometry.

The HOMO energy comes out at -10.694 eV. As for the HOMO-LUMO gap: 8.7 eV.

ORCA input file:
```
! RIJCOSX wB97M-V def2-TZVPD def2/J DEFGRID3
* xyz 0 1
Cs 1.873 2.071 -3.397
As -3.416 3.972 -7.602
F -2.554 5.465 -8.103
F -4.628 5.051 -6.860
F -4.350 2.542 -7.001
F -2.202 2.945 -8.415
F -2.455 3.886 -6.033
F -4.369 4.074 -9.111
C 0.427 -2.163 4.502
C 1.458 -1.012 4.681
C 2.755 -1.623 4.020
S 2.167 -2.296 2.397
O 3.060 -3.435 2.033
O 1.810 -1.217 1.531
C 0.538 -2.863 3.172
H -0.556 -1.740 4.711
H 0.597 -2.857 5.325
H 1.614 -0.665 5.702
H 1.043 -0.157 4.147
H 3.185 -2.404 4.648
H 3.569 -0.913 3.877
H 0.665 -3.928 3.366
H -0.231 -2.733 2.410
*
```

natural (NBO) atomic charge list, values in e, 5 entries:
1. Cs 0.9993
2. As 2.7926
3. F -0.6302
4. F -0.6262
5. F -0.6281

***

Density functional theory data (ωB97M-V/def2-TZVPD) for a structure of composition C4H8B2 in a non-equilibrium geometry.

The HOMO energy comes out at -9.744 eV. As for the HOMO-LUMO gap: 9.3 eV.

ORCA input file:
```
! RIJCOSX wB97M-V def2-TZVPD def2/J DEFGRID3
* xyz 0 1
B 1.207 1.758 -1.171
B 0.703 0.230 0.966
C -0.751 -0.239 -0.535
C -0.778 -2.271 0.913
C -0.220 -1.062 0.626
C 0.081 1.164 -0.241
H 1.259 2.948 -1.224
H 1.833 0.816 -1.608
H -0.536 2.015 0.301
H 1.256 0.545 1.959
H -0.356 -0.572 -1.419
H -1.789 0.045 -0.556
H -1.674 -2.423 0.473
H -0.235 -2.954 1.516
*
```

natural (NBO) atomic charge list, values in e, 5 entries:
1. B 0.4158
2. B 0.6566
3. C -0.3862
4. C -0.2969
5. C -0.3285

***

Density functional theory data (ωB97M-V/def2-TZVPD) for an isolated molecule of C4H8B2 in a non-equilibrium geometry.

The HOMO energy comes out at -9.222 eV. As for the HOMO-LUMO gap: 9.4 eV.

ORCA input file:
```
! RIJCOSX wB97M-V def2-TZVPD def2/J DEFGRID3
* xyz 0 1
B -2.135 -0.093 0.926
B 0.035 -1.054 -0.341
C 0.068 0.746 -0.490
C 2.584 0.014 0.466
C 1.273 -0.178 0.083
C -1.332 -0.085 -0.369
H -3.331 -0.431 0.701
H -1.598 0.194 1.822
H -1.916 -0.236 -1.295
H -0.032 -1.821 -1.220
H 0.047 1.613 0.025
H 0.186 0.961 -1.536
H 3.062 1.077 0.335
H 3.089 -0.707 0.892
*
```

natural (NBO) atomic charge list, values in e, 5 entries:
1. B 0.3660
2. B 0.4692
3. C -0.4460
4. C -0.3429
5. C -0.2342

***

Density functional theory data (ωB97M-V/def2-TZVPD) for the ion C4H8B2NO8 with charge -1 in a non-equilibrium geometry.

The HOMO energy comes out at -3.423 eV. As for the HOMO-LUMO gap: 6.2 eV.

ORCA input file:
```
! RIJCOSX wB97M-V def2-TZVPD def2/J DEFGRID3
* xyz -1 1
O 3.895 1.230 1.859
C 2.652 1.279 1.739
O 1.983 2.283 2.389
C 1.878 0.523 0.701
N 0.490 1.070 0.734
C -0.242 1.402 -0.413
C -1.162 0.342 -0.877
O -1.220 -0.786 -0.221
O -2.123 0.480 -1.924
B -3.103 -0.449 -2.447
O -4.053 0.023 -3.346
O -3.342 -1.702 -2.007
B 1.876 -1.132 1.063
O 2.972 -1.661 1.629
O 0.823 -1.836 0.899
H 1.033 2.277 2.225
H 2.381 0.575 -0.197
H -0.091 0.417 1.390
H -0.137 2.408 -0.700
H -4.577 -0.812 -3.621
H -3.078 -1.944 -1.135
H 3.076 -2.547 1.946
H 0.068 -1.438 0.313
*
```

natural (NBO) atomic charge list, values in e, 5 entries:
1. O -0.6284
2. C 0.7914
3. O -0.7109
4. C -0.4659
5. N -0.6818

***

Density functional theory data (ωB97M-V/def2-TZVPD) for the ion C4H8BClN3O2 with charge +1.

The HOMO energy comes out at -13.071 eV. As for the HOMO-LUMO gap: 8.4 eV.

ORCA input file:
```
! RIJCOSX wB97M-V def2-TZVPD def2/J DEFGRID3
* xyz 1 1
N 0.940 2.970 1.090
C -0.087 2.188 1.356
N -0.581 1.381 0.475
C -1.772 0.826 0.391
Cl -3.140 1.778 0.851
C -2.010 -0.426 -0.164
C -1.027 -1.303 -0.585
N 0.276 -1.096 -0.516
B 1.287 -2.074 -1.008
O 2.593 -1.837 -0.889
O 0.798 -3.182 -1.562
H 1.340 3.560 1.802
H 1.270 3.077 0.139
H -0.456 2.201 2.383
H -3.036 -0.733 -0.271
H -1.319 -2.257 -1.009
H 0.547 -0.190 -0.146
H 2.942 -1.056 -0.466
H 1.437 -3.828 -1.869
*
```

natural (NBO) atomic charge list, values in e, 5 entries:
1. N -0.7068
2. C 0.3930
3. N -0.5972
4. C 0.3206
5. Cl 0.0793

***

Density functional theory data (ωB97M-V/def2-TZVPD) for a structure of composition C4H8BCsF4O2S in a non-equilibrium geometry.

The HOMO energy comes out at -11.232 eV. As for the HOMO-LUMO gap: 10.8 eV.

ORCA input file:
```
! RIJCOSX wB97M-V def2-TZVPD def2/J DEFGRID3
* xyz 0 1
Cs 3.029 -1.264 -0.392
B 5.428 1.207 -0.583
F 6.068 2.387 -0.840
F 4.658 1.332 0.621
F 4.558 0.800 -1.636
F 6.317 0.113 -0.375
C -2.692 0.534 0.960
C -2.643 0.498 -0.588
C -1.370 -0.207 -1.006
S -1.171 -1.538 0.167
O 0.223 -1.635 0.562
O -1.875 -2.696 -0.296
C -2.101 -0.773 1.497
H -3.742 0.583 1.243
H -2.199 1.409 1.378
H -2.671 1.520 -0.966
H -3.554 0.031 -0.962
H -0.533 0.478 -0.857
H -1.342 -0.598 -2.019
H -1.483 -0.701 2.386
H -2.906 -1.480 1.706
*
```

natural (NBO) atomic charge list, values in e, 5 entries:
1. Cs 0.9901
2. B 1.3413
3. F -0.5452
4. F -0.5974
5. F -0.6065

***

Density functional theory data (ωB97M-V/def2-TZVPD) for a structure of composition C4H8BeF12N2O12S4 in a non-equilibrium geometry.

The HOMO energy comes out at -10.402 eV. As for the HOMO-LUMO gap: 8.6 eV.

ORCA input file:
```
! RIJCOSX wB97M-V def2-TZVPD def2/J DEFGRID3
* xyz 0 1
Be 0.778 0.272 -0.355
C -2.252 -2.984 -1.450
F -1.923 -3.280 -0.201
F -2.543 -4.079 -2.098
F -3.286 -2.159 -1.461
S -0.717 -2.118 -2.209
O 0.400 -2.507 -1.373
O -0.546 -2.518 -3.597
N -0.858 -0.408 -1.815
S -1.649 0.152 -3.020
O -0.706 0.622 -4.048
O -2.831 -0.560 -3.455
C -2.371 1.772 -2.247
F -3.260 2.338 -3.058
F -2.974 1.543 -1.100
F -1.364 2.659 -2.123
C 1.881 1.036 3.786
F 0.800 1.801 3.691
F 2.887 1.701 3.185
F 2.148 0.823 5.047
S 1.785 -0.649 2.894
O 2.932 -0.844 2.024
O 1.662 -1.623 3.916
N 0.414 -0.472 1.831
S -0.807 -0.999 2.710
O -0.995 -2.427 2.594
O -0.925 -0.505 4.075
C -2.332 -0.193 1.850
F -3.298 -0.007 2.741
F -1.965 0.935 1.225
F -2.785 -1.106 1.016
O 0.185 2.573 0.317
H 0.431 3.264 -0.308
H 0.336 2.961 1.188
O 2.915 1.608 0.538
H 3.123 2.547 0.569
H 3.768 1.163 0.600
O 2.807 -1.040 -0.927
H 2.765 -1.254 -1.865
H 3.327 -1.749 -0.531
O 1.600 1.168 -2.475
H 2.171 1.856 -2.830
H 1.271 0.689 -3.252
*
```

natural (NBO) atomic charge list, values in e, 5 entries:
1. Be 1.6732
2. C 0.8042
3. F -0.2826
4. F -0.2810
5. F -0.2921

***

Density functional theory data (ωB97M-V/def2-TZVPD) for a cluster of 2 separate species, C4H8BrN4 in total in a non-equilibrium geometry.

The HOMO energy comes out at -14.464 eV. As for the HOMO-LUMO gap: 9.5 eV.

ORCA input file:
```
! RIJCOSX wB97M-V def2-TZVPD def2/J DEFGRID3
* xyz 1 1
C 1.426 -0.784 1.248
C 0.193 -0.101 -0.296
C 0.641 2.384 -0.006
C -1.831 0.026 -1.097
N 1.701 0.482 1.164
N 0.834 0.944 0.197
N 0.444 -1.227 0.360
N 0.256 -2.518 -0.058
Br -2.798 -0.406 0.448
H 1.707 -1.478 1.999
H -0.271 2.592 0.531
H 1.568 2.777 0.442
H 0.506 2.654 -1.002
H -1.990 -0.723 -1.837
H -2.106 1.004 -1.407
H 0.103 -2.528 -1.084
H -0.383 -3.098 0.400
*
```

natural (NBO) atomic charge list, values in e, 5 entries:
1. C 0.2016
2. C 0.4356
3. C -0.3986
4. C -0.3596
5. N -0.2019

***

Density functional theory data (ωB97M-V/def2-TZVPD) for a cluster of 2 separate species, C4H8BrNO3 in total in a non-equilibrium geometry.

The HOMO energy comes out at -9.482 eV. As for the HOMO-LUMO gap: 9.2 eV.

ORCA input file:
```
! RIJCOSX wB97M-V def2-TZVPD def2/J DEFGRID3
* xyz 0 1
C -0.957 0.163 -1.029
C 0.464 0.041 -0.809
O 1.097 0.040 -2.009
C 1.113 -0.227 0.359
C 0.253 -0.441 1.553
N 2.459 -0.610 0.402
O 2.976 -0.987 1.460
O 3.100 -0.564 -0.677
H -1.186 -0.750 -1.646
H -1.611 0.079 -0.145
H -1.060 1.131 -1.422
H 2.080 -0.196 -1.990
H 0.857 -0.592 2.424
H -0.139 0.477 2.019
H -0.533 -1.281 1.360
Br 1.174 3.290 0.266
H 1.103 4.574 -0.494
*
```

natural (NBO) atomic charge list, values in e, 5 entries:
1. C -0.6863
2. C 0.4845
3. O -0.6738
4. C -0.1108
5. C -0.6687

***

Density functional theory data (ωB97M-V/def2-TZVPD) for a structure of composition C4H8Cl2F2 in a non-equilibrium geometry.

The HOMO energy comes out at -9.667 eV. As for the HOMO-LUMO gap: 10.5 eV.

ORCA input file:
```
! RIJCOSX wB97M-V def2-TZVPD def2/J DEFGRID3
* xyz 0 1
C 0.385 -2.421 -0.284
C 0.286 -0.906 -0.219
C 1.643 -0.227 -0.120
C -1.700 2.619 0.485
H 0.882 -2.793 0.616
H 0.969 -2.710 -1.162
H -0.608 -2.872 -0.353
H 1.532 0.859 -0.076
H 2.156 -0.570 0.783
H 2.245 -0.488 -0.997
H -2.584 2.933 -0.080
H -1.709 2.992 1.513
F -0.591 3.085 -0.140
F -1.657 1.264 0.511
Cl -0.552 -0.315 -1.694
Cl -0.695 -0.450 1.216
*
```

natural (NBO) atomic charge list, values in e, 5 entries:
1. C -0.6424
2. C 0.0112
3. C -0.6490
4. C 0.4312
5. H 0.2247

***

| no. | E_LUMO (eV) | calculated total energy (Eh) | molar mass (g mol⁻¹) |
| --- | --- | --- | --- |
| 1 | -2.03 | -3561.0454 | 441.99 |
| 2 | -0.44 | -206.7639 | 77.73 |
| 3 | 0.21 | -206.7472 | 77.73 |
| 4 | 2.80 | -863.9037 | 219.73 |
| 5 | -4.63 | -956.9298 | 176.39 |
| 6 | -0.39 | -1150.5988 | 339.88 |
| 7 | -1.79 | -3975.3789 | 641.37 |
| 8 | -4.94 | -2949.8561 | 192.04 |
| 9 | -0.28 | -3011.5703 | 198.02 |
| 10 | 0.80 | -1277.2733 | 165.01 |